1.
Density functional theory data (ωB97M-V with the def2-TZVPD basis set) for a structure of composition C25H29Cl2F4MoN6O6Se in a non-equilibrium geometry.

Properties
2S+1: 3
Max |F| in eV/A: 3.94
Energy above the lowest of the compared OMol25 structures with the same formula, charge and spin in kcal per mole: 37.87
⟨S²⟩: 2.05
Net charge: -1
Orbital gap (spin up / spin down) in hartree: 0.1579 / 0.2730
HOMO (spin up / spin down) in eV: -2.7125 / -5.9999

Geometry as XYZ:
```
74
Properties=species:S:1:pos:R:3:forces:R:3:mulliken_charge:R:1
Mo -1.003 -0.283 0.069 0.423 1.037 3.781 0.16
C -1.155 -3.518 -3.484 -0.043 0.143 0.247 -1.54
C -1.448 -2.405 -2.473 -0.150 0.095 -0.466 -0.26
N -0.753 -2.473 -1.181 0.109 0.146 -0.052 1.26
C -1.152 -3.626 -0.352 -0.185 -0.219 0.441 -0.59
C -0.421 -4.958 -0.543 -0.059 0.314 -0.115 -1.53
C 0.694 -2.364 -1.322 0.475 -0.015 -0.086 -1.56
C 1.356 -2.089 0.035 0.324 -0.237 -0.446 -1.30
N 0.457 -1.431 0.972 -0.164 0.332 -0.393 1.63
C 0.811 -1.526 2.275 0.071 0.018 1.264 -0.40
C -0.147 -1.314 3.301 -0.198 -0.041 -0.107 -0.03
F -1.436 -1.059 2.960 0.543 -0.179 0.353 -0.26
C 0.149 -1.407 4.644 0.306 -0.109 -0.005 0.29
F -0.821 -1.186 5.550 -0.044 0.026 -0.154 -0.35
C 1.412 -1.757 5.093 -0.065 0.069 -0.405 -0.68
C 2.368 -1.999 4.124 -0.299 0.017 0.209 0.21
F 3.605 -2.360 4.510 -0.104 0.070 -0.152 -0.33
C 2.096 -1.885 2.774 -0.021 0.000 -0.283 0.49
F 3.141 -2.131 1.943 -0.180 0.193 0.230 -0.33
H -1.538 -3.209 -4.452 -0.083 0.001 -0.136 0.45
H -1.623 -4.462 -3.219 -0.031 -0.099 0.035 0.33
H -0.085 -3.672 -3.594 0.125 -0.060 -0.049 0.33
H -2.525 -2.379 -2.265 0.104 0.042 0.032 0.38
H -1.182 -1.453 -2.949 -0.080 -0.149 0.219 0.08
H -2.222 -3.787 -0.507 0.064 0.104 0.020 0.45
H -1.025 -3.331 0.697 -0.095 -0.042 -0.201 0.16
H -0.520 -5.353 -1.549 0.037 -0.072 -0.106 0.27
H -0.865 -5.673 0.147 0.000 -0.079 0.046 0.49
H 0.636 -4.874 -0.301 0.060 -0.077 0.012 0.26
H 0.913 -1.549 -2.017 -0.089 -0.261 0.080 0.46
H 1.146 -3.271 -1.745 -0.061 0.094 0.028 0.69
H 2.261 -1.489 -0.137 -0.141 -0.221 -0.026 0.48
H 1.668 -3.048 0.470 -0.037 0.191 -0.075 0.64
H 1.640 -1.837 6.139 0.029 -0.007 0.206 0.51
O -0.405 0.726 -3.644 0.543 0.168 1.128 -0.71
C 0.141 0.881 -2.558 -0.067 0.286 -1.918 -0.44
O -0.275 0.229 -1.495 0.929 0.604 -2.480 0.77
C 1.317 1.741 -2.308 0.464 0.348 0.564 0.74
C 1.968 2.343 -3.379 -0.254 -0.143 -0.569 -1.09
C 3.084 3.159 -3.126 -0.520 -0.569 1.759 -0.24
C 3.532 3.372 -1.828 0.234 0.243 -0.916 -0.35
C 2.868 2.769 -0.766 0.211 0.108 0.773 -0.96
C 1.757 1.941 -1.000 -0.616 -0.447 -0.154 -0.21
N 3.298 3.004 0.553 -0.374 -0.130 -1.398 0.86
O 4.315 3.681 0.743 0.816 0.562 0.217 -0.78
O 2.619 2.523 1.478 -0.572 -0.452 0.804 -0.69
N 3.758 3.786 -4.196 0.835 0.758 -1.206 1.02
O 4.737 4.495 -3.945 -0.490 -0.338 -0.284 -0.66
O 3.337 3.595 -5.341 0.282 0.131 0.665 -0.66
H 1.629 2.174 -4.388 -0.032 0.022 -0.020 0.60
H 4.385 4.009 -1.648 -0.041 -0.053 0.060 0.61
H 1.261 1.484 -0.147 0.226 0.187 -0.239 1.14
Cl -3.205 1.046 -1.391 -0.643 0.300 -0.152 0.07
C -3.577 2.760 -1.763 0.258 -0.003 -0.124 -0.28
Cl -3.164 3.144 -3.439 -0.061 0.022 0.163 -0.15
H -2.983 3.400 -1.110 -0.131 -0.221 -0.067 0.09
H -4.646 2.907 -1.620 0.204 -0.108 0.020 0.39
Se -5.188 -2.473 0.843 -1.170 -0.548 0.133 -0.17
C -3.654 -1.725 0.698 2.047 0.832 -0.250 0.39
N -2.575 -1.248 0.571 -3.213 -1.618 0.545 -0.83
C -0.770 3.414 1.175 -0.044 -0.330 0.019 -1.38
C -1.297 2.191 1.954 -0.266 1.451 0.996 1.58
C -2.797 2.357 2.287 0.299 -0.272 -0.177 -1.46
C -0.489 2.056 3.258 -0.067 -0.209 -0.329 -1.56
N -1.152 1.041 1.173 0.707 -1.948 -1.660 -0.52
H -1.145 4.341 1.601 -0.081 0.085 0.111 0.45
H -1.075 3.347 0.130 -0.025 0.071 -0.076 0.20
H 0.316 3.422 1.217 0.160 0.020 -0.103 0.25
H -2.943 3.168 2.996 0.052 0.097 0.038 0.42
H -3.170 1.430 2.720 -0.097 -0.019 0.035 0.36
H -3.360 2.571 1.380 -0.097 -0.001 -0.050 0.21
H -0.547 2.990 3.810 0.022 0.128 0.054 0.47
H 0.551 1.845 3.020 0.110 0.046 0.023 0.35
H -0.890 1.256 3.873 -0.081 -0.088 0.119 0.28
```
Positions in Å, forces in eV/Å.

***

2.
Density functional theory data (ωB97M-V with the def2-TZVPD basis set) for an isolated molecule of C25H29ClN2O6.

Properties
Max |F| in eV/A: 0.84
Energy above the lowest of the compared OMol25 structures with the same formula, charge and spin in kcal per mole: 3.20
Structure (SMILES): CCOc1ccc(/C(O)=C2\C(=O)C(=O)N(CCN(C)C)[C@H]2c2cc(OC)ccc2OC)cc1Cl
Net charge: 0
Orbital gap in hartree: 0.2984
HOMO in eV: -8.2231

Geometry as XYZ:
```
63
Properties=species:S:1:pos:R:3:forces:R:3:mulliken_charge:R:1
C -8.328 -0.217 -0.502 0.249 -0.021 0.357 -0.97
C -7.879 0.176 0.900 -0.569 0.185 -0.252 -0.50
O -6.756 -0.573 1.339 0.245 0.042 0.118 -0.51
C -5.529 -0.487 0.782 0.371 -0.215 -0.048 0.23
C -4.710 -1.585 1.087 -0.138 0.101 0.002 -0.58
C -3.413 -1.684 0.647 0.009 0.145 -0.065 -0.80
C -2.858 -0.661 -0.122 -0.305 -0.081 -0.038 0.22
C -1.481 -0.787 -0.614 0.203 0.496 -0.011 1.23
O -1.199 -2.019 -1.059 0.019 0.037 -0.015 -0.63
C -0.586 0.234 -0.637 -0.033 -0.406 -0.257 -0.55
C -0.710 1.556 -0.042 -0.715 -0.221 0.375 0.63
O -1.566 1.991 0.695 0.438 0.216 -0.204 -0.67
C 0.508 2.342 -0.531 0.245 0.635 -0.162 0.31
O 0.738 3.521 -0.372 -0.183 0.013 0.155 -0.68
N 1.266 1.483 -1.251 -0.135 -0.102 0.011 0.45
C 2.413 1.892 -2.015 0.395 0.129 -0.019 -1.28
C 3.754 1.374 -1.486 -0.176 0.001 0.059 -1.15
N 4.015 1.707 -0.099 0.112 0.143 -0.173 0.83
C 5.239 1.068 0.341 -0.096 -0.035 -0.024 -1.29
C 4.052 3.139 0.138 -0.118 -0.022 -0.020 -1.22
C 0.818 0.113 -1.197 -0.171 -0.338 -0.015 -1.57
C 1.669 -0.720 -0.252 0.115 -0.465 -0.296 0.89
C 2.053 -0.179 0.963 0.051 -0.218 0.224 0.26
C 2.840 -0.909 1.845 -0.165 -0.219 -0.261 -0.10
O 3.269 -0.458 3.051 0.174 -0.209 -0.001 -0.50
C 2.874 0.835 3.455 -0.061 0.170 0.090 -0.59
C 3.233 -2.197 1.487 -0.030 0.271 0.153 -1.06
C 2.824 -2.756 0.292 -0.057 -0.138 -0.213 -0.71
C 2.028 -2.028 -0.581 0.009 0.338 0.166 1.07
O 1.520 -2.515 -1.775 -0.060 0.380 0.215 -0.50
C 1.868 -3.824 -2.164 0.013 -0.272 -0.117 -1.11
C -3.652 0.430 -0.443 0.223 -0.351 0.056 -0.75
C -4.960 0.528 0.004 -0.106 -0.026 0.021 0.58
Cl -5.787 1.985 -0.460 -0.027 0.191 -0.023 -0.23
H -7.576 0.053 -1.238 0.007 0.017 -0.101 0.31
H -8.496 -1.291 -0.551 -0.057 -0.084 -0.017 0.30
H -9.253 0.298 -0.744 -0.107 0.067 -0.061 0.36
H -7.691 1.251 0.964 -0.055 -0.217 0.096 0.38
H -8.653 -0.086 1.627 0.108 0.083 -0.098 0.34
H -5.149 -2.362 1.693 -0.054 -0.081 0.057 0.41
H -2.816 -2.545 0.900 0.033 -0.109 0.027 0.44
H -0.277 -2.105 -1.369 0.004 -0.029 0.034 0.46
H 2.298 1.532 -3.045 0.008 0.086 0.071 0.34
H 2.400 2.984 -2.024 -0.016 -0.101 -0.071 0.60
H 4.542 1.772 -2.154 -0.038 -0.072 0.025 0.59
H 3.767 0.283 -1.564 0.078 0.029 -0.072 0.44
H 5.146 -0.011 0.220 0.045 -0.072 0.013 0.32
H 5.399 1.282 1.397 0.057 -0.015 0.075 0.33
H 6.122 1.411 -0.221 0.032 0.007 -0.008 0.37
H 3.059 3.562 0.001 0.017 0.116 -0.013 0.32
H 4.761 3.656 -0.527 0.078 0.042 -0.018 0.30
H 4.356 3.318 1.168 0.020 0.046 0.042 0.41
H 0.844 -0.325 -2.204 -0.042 0.096 0.131 0.63
H 1.741 0.825 1.196 0.053 0.106 0.081 0.32
H 3.210 1.595 2.745 -0.008 0.010 -0.011 0.13
H 3.350 0.998 4.421 -0.058 0.043 -0.072 0.25
H 1.788 0.903 3.570 0.023 0.004 -0.021 0.32
H 3.853 -2.758 2.167 0.077 -0.073 0.094 0.47
H 3.131 -3.761 0.054 0.020 -0.114 -0.028 0.49
H 2.949 -3.927 -2.295 -0.033 0.022 0.028 0.36
H 1.371 -3.988 -3.119 0.062 -0.056 0.057 0.28
H 1.514 -4.563 -1.439 0.033 0.015 -0.014 0.39
H -3.256 1.226 -1.053 -0.009 0.078 -0.017 0.57
```
Positions in Å, forces in eV/Å.

***

3.
Density functional theory data (ωB97M-V with the def2-TZVPD basis set) for a cluster of 2 separate species, C25H29F2 in total in a non-equilibrium geometry.

Properties
Max |F| in eV/A: 2.45
Energy above the lowest of the compared OMol25 structures with the same formula, charge and spin in kcal per mole: 0.00
Net charge: +1
Orbital gap in hartree: 0.2025
HOMO in eV: -10.9500

Geometry as XYZ:
```
56
Properties=species:S:1:pos:R:3:forces:R:3:mulliken_charge:R:1
C -1.829 -2.933 -2.911 -0.043 0.105 -0.481 -1.57
C -0.539 -2.774 -2.189 0.710 0.384 -0.355 0.26
C -0.511 -2.521 -0.839 -0.739 -0.354 0.563 0.98
C -1.714 -1.992 -0.096 -0.290 -0.149 0.357 -1.63
C 0.692 -2.642 -0.128 0.070 2.093 -1.276 -0.39
C 1.924 -2.477 -0.781 0.653 -0.360 0.213 0.82
C 3.082 -1.916 0.009 0.256 -0.124 0.489 -1.41
C 2.012 -2.708 -2.137 -0.503 0.386 -0.070 0.33
C 3.338 -2.785 -2.807 0.230 0.171 -0.525 -1.56
C 0.756 -2.749 -2.963 -0.076 -1.206 1.015 -0.70
H 0.794 -3.571 -3.707 -0.019 0.436 0.190 0.60
H -1.658 -3.248 -3.945 -0.078 0.084 0.139 0.42
H -2.478 -3.682 -2.433 0.242 0.305 0.009 0.37
H -2.373 -1.978 -2.932 0.014 -0.203 0.033 0.33
H -1.376 -1.467 0.809 -0.089 -0.073 -0.232 0.29
H -2.249 -1.264 -0.716 0.132 -0.114 0.088 0.42
H -2.448 -2.733 0.236 0.142 -0.122 -0.175 0.39
H 1.104 0.400 0.503 -0.043 -0.664 -0.239 -0.38
H 0.665 -2.479 0.943 -0.030 -0.362 0.180 0.58
H 2.695 -1.424 0.916 0.147 -0.147 -0.349 0.10
H 3.829 -2.641 0.353 -0.153 -0.063 -0.214 0.43
H 3.615 -1.154 -0.577 -0.179 -0.207 0.128 0.42
H 3.226 -3.055 -3.862 0.066 0.056 0.177 0.42
H 3.852 -1.808 -2.768 -0.104 -0.312 0.039 0.33
H 4.007 -3.528 -2.337 -0.371 0.350 -0.031 0.36
H 0.743 -1.798 -3.552 -0.001 -0.402 0.176 0.42
C -1.291 0.713 6.316 -0.118 -0.037 0.937 -1.48
C -0.842 0.667 4.909 -0.093 0.068 -0.655 0.65
C -1.699 1.125 3.911 -0.351 -0.086 0.115 0.20
F -2.965 1.493 4.294 0.895 -0.266 -0.453 -0.36
C -1.339 1.236 2.575 0.298 -0.014 -0.101 -0.38
C -0.005 0.949 2.239 -0.121 -0.096 0.339 0.45
C 0.695 1.294 0.951 0.177 0.279 -0.211 0.16
C -0.030 2.042 -0.139 0.282 0.256 -0.155 0.39
C -0.930 3.084 0.111 -0.025 0.163 0.023 -0.89
C -1.370 3.845 -0.963 -0.418 -0.006 0.191 0.32
F -2.321 4.808 -0.756 0.762 -0.603 0.023 -0.35
C -0.922 3.664 -2.264 -0.093 -0.320 0.407 0.71
C -1.435 4.540 -3.339 -0.156 0.627 -0.815 -1.46
C -0.025 2.620 -2.493 -0.152 0.011 0.169 -0.75
C 0.379 1.792 -1.458 -0.185 0.124 0.405 -0.64
C 0.824 0.358 3.194 -0.335 0.090 -0.104 -1.03
C 0.421 0.216 4.510 -0.235 0.066 -0.136 -0.61
H -0.587 0.183 6.955 -0.007 -0.029 0.059 0.37
H -1.341 1.747 6.676 0.011 -0.103 -0.088 0.31
H -2.287 0.289 6.476 0.148 0.001 -0.166 0.33
H -2.076 1.542 1.828 0.311 0.052 0.412 0.79
H 1.646 1.825 1.206 -0.841 0.070 -0.038 0.48
H -1.281 3.321 1.121 0.239 0.001 -0.531 0.72
H -0.860 4.377 -4.251 -0.049 0.062 -0.015 0.37
H -2.494 4.375 -3.584 0.246 -0.101 0.224 0.29
H -1.348 5.599 -3.069 0.006 -0.181 -0.029 0.33
H 0.366 2.468 -3.491 -0.116 -0.016 -0.045 0.32
H 1.048 0.948 -1.634 0.012 0.265 -0.066 0.44
H 1.800 0.025 2.850 0.101 0.153 0.339 0.31
H 1.107 -0.219 5.228 -0.135 0.063 0.117 0.36
```
Positions in Å, forces in eV/Å.

***

Among the records above, which one has the lowest energy above the lowest of the compared OMol25 structures with the same formula, charge and spin? C25H29F2